a) 16
Properties=species:S:1:pos:R:3:mulliken_charge:R:1 method="wB97M-V/def2-TZVPD" gap_ev="8.047 / 7.682" e_homo_ev="-8.1 / -8.8"
C -1.05077 -1.56545 -1.95219 -0.756
C -0.09932 1.98159 -0.67099 -0.877
C 0.90681 -0.30528 2.79931 -0.960
N -1.54795 -0.21793 0.53786 -0.604
N -0.22419 -0.44974 -1.61501 -0.324
S -0.21996 0.11830 -0.21261 0.517
H -1.86656 -1.62094 -1.26778 0.375
H -0.44132 -2.48301 -1.92382 0.220
H -1.47452 -1.32976 -2.86885 0.293
H -0.14997 2.68597 0.17357 0.302
H 0.72445 2.33730 -1.21478 0.365
H -0.95266 2.16893 -1.44138 0.264
H -0.09769 -0.66433 3.08106 0.293
H 1.56552 -1.04113 2.29129 0.286
H 1.03904 0.69914 2.65555 0.382
H -1.48715 -0.06202 1.59816 0.225



b) 16
Properties=species:S:1:pos:R:3:mulliken_charge:R:1 method="wB97M-V/def2-TZVPD" gap_ev=9.990 e_homo_ev=-9.1 smiles=NCNCCS
C 0.07366 -0.21324 0.41393 -0.453
C 1.28049 -0.24854 -0.49117 -0.582
S 2.80594 0.37276 0.33344 -0.240
N -1.15005 -0.19170 -0.40933 -0.449
C -2.34842 0.21416 0.33794 -0.497
N -3.58402 -0.09352 -0.38096 -0.637
H 0.06528 0.69282 1.03153 0.367
H 0.06818 -1.05549 1.10903 0.277
H 1.56787 -1.26563 -0.73121 0.328
H 1.21001 0.46395 -1.30544 0.282
H 3.18234 -0.68316 1.06685 0.109
H -1.02732 0.53337 -1.10814 0.273
H -2.38118 1.25804 0.64554 0.348
H -2.34269 -0.39395 1.23965 0.363
H -3.77314 -1.08078 -0.25350 0.260
H -3.44003 0.06153 -1.37199 0.251



Bottom line: b), by a margin of 551.0 kJ/mol.



a) 10
Properties=species:S:1:pos:R:3:mulliken_charge:R:1 method="wB97M-V/def2-TZVPD" gap_ev=8.146 e_homo_ev=-8.9
C -0.83761 -0.14088 0.72187 -0.024
C -0.67720 -1.05834 -0.36974 0.245
H 1.37211 2.03889 0.12410 0.271
H 0.62399 1.04794 -1.14810 0.265
H -1.43810 -0.79107 1.54469 0.272
H 1.73639 -0.63159 0.20185 0.199
N 0.41413 1.59632 -0.19172 -0.413
N -0.14250 0.91337 0.95842 -0.342
S 0.90680 -1.48606 -0.68902 -0.224
S -1.95800 -1.48857 -1.15236 -0.248



b) 10
Properties=species:S:1:pos:R:3:mulliken_charge:R:1 method="wB97M-V/def2-TZVPD" gap_ev=8.189 e_homo_ev=-9.0 smiles="NC(=S)NC=S"
C 0.78238 -0.04836 0.76323 0.225
C -0.65001 0.59364 -1.13981 -0.158
H -0.44162 -1.09695 2.08062 0.220
H -1.25544 -1.19018 0.58638 0.231
H 1.43722 0.60736 -1.08964 0.341
H -1.63821 0.30806 -0.67791 0.262
N -0.40273 -0.79647 1.12980 -0.406
N 0.57297 0.69674 -0.43646 -0.188
S 2.25044 0.16495 1.57759 -0.265
S -0.65500 0.76121 -2.79380 -0.262



c) 10
Properties=species:S:1:pos:R:3:mulliken_charge:R:1 method="wB97M-V/def2-TZVPD" gap_ev=8.100 e_homo_ev=-9.2 smiles="[H]/N=C(/N)C(=S)S"
C 0.67325 -0.72105 0.60495 0.437
C -0.16550 0.19189 -0.20820 0.267
H 1.33270 -2.64257 0.64079 0.250
H 0.60463 -2.18340 -0.81889 0.172
H 0.61992 0.29675 2.20791 0.229
H 1.02982 1.74135 0.83566 0.128
N 1.01906 -1.91276 0.04169 -0.412
N 0.93151 -0.61148 1.87710 -0.662
S -0.06606 1.88257 0.17123 -0.148
S -1.20192 -0.40554 -1.33858 -0.262



Bottom line: c), by a margin of 50.9 kJ/mol.



a) 57
Properties=species:S:1:pos:R:3:mulliken_charge:R:1 method="wB97M-V/def2-TZVPD" gap_ev=9.847 e_homo_ev=-9.3 smiles="Cc1cncc(C(=O)N[C@@H](C)CCNC(=O)[C@@H]2CCCN2Cc2nnn(C)n2)c1"
C 0.40586 4.17905 -1.30850 -1.619
C 1.39722 3.09491 -1.62749 0.527
C 2.17567 3.15061 -2.78208 -0.564
N 3.06595 2.23014 -3.13209 -0.653
C 3.21426 1.18153 -2.32646 -0.864
C 2.49037 1.01029 -1.15543 0.774
C 2.69611 -0.25553 -0.37556 0.267
O 3.18610 -1.24842 -0.89998 -0.727
N 2.30634 -0.23338 0.91479 -0.129
C 2.24398 -1.44529 1.72369 0.479
C 3.62431 -1.83353 2.23583 -1.669
C 1.26135 -1.22712 2.87028 -1.428
C -0.18190 -0.97251 2.45762 -0.011
N -0.34248 0.33515 1.75921 0.228
C -1.57516 0.99959 2.05786 -0.386
O -1.60040 2.00293 2.71927 -0.596
C -2.86124 0.47884 1.40820 0.414
C -3.66106 -0.48385 2.32284 -0.926
C -3.68044 -1.81857 1.56713 -0.503
C -3.54704 -1.38371 0.11660 -0.773
N -2.58395 -0.29443 0.20751 0.274
C -2.40525 0.49181 -0.99649 -0.547
C -1.62251 -0.26044 -2.01903 -0.088
N -2.08976 -0.63122 -3.22226 -0.443
N -1.11188 -1.27146 -3.80567 -0.729
N -0.11299 -1.27442 -2.96098 0.427
C 1.17757 -1.85436 -3.28663 -0.719
N -0.37297 -0.65730 -1.82506 0.164
C 1.57294 1.99470 -0.80535 0.133
H 0.90012 5.14667 -1.21124 0.434
H -0.34188 4.27233 -2.09781 0.341
H -0.11149 3.97306 -0.37163 0.314
H 2.06854 3.99189 -3.46128 0.408
H 3.93400 0.42702 -2.62053 0.535
H 1.82930 0.57648 1.27666 0.385
H 1.87440 -2.24747 1.07576 0.355
H 3.57820 -2.77709 2.78251 0.406
H 4.31255 -1.95039 1.40058 0.417
H 4.01112 -1.06332 2.90621 0.346
H 1.28579 -2.11766 3.50353 0.415
H 1.60457 -0.38934 3.48642 0.354
H -0.54138 -1.78352 1.81739 0.185
H -0.79799 -0.96920 3.35921 0.382
H -0.40761 0.07942 0.77263 -0.235
H -3.46213 1.37406 1.20618 0.481
H -3.24131 -0.55913 3.32488 0.318
H -4.67513 -0.10037 2.42992 0.373
H -2.82421 -2.43461 1.84324 0.205
H -4.58580 -2.39222 1.75759 0.427
H -3.17791 -2.16878 -0.54485 0.321
H -4.51563 -1.03796 -0.28056 0.364
H -3.36009 0.80181 -1.44310 0.501
H -1.85619 1.40271 -0.73917 0.370
H 1.86639 -1.06647 -3.58300 0.253
H 1.57553 -2.35043 -2.40755 0.274
H 1.02164 -2.54932 -4.10523 0.320
H 0.96760 1.90784 0.09149 0.440



b) 57
Properties=species:S:1:pos:R:3:mulliken_charge:R:1 method="wB97M-V/def2-TZVPD" gap_ev=9.739 e_homo_ev=-9.2 smiles="Cc1cncc(C(=O)N[C@@H](C)CCNC(=O)[C@@H]2CCCN2Cc2nnn(C)n2)c1"
C 3.40193 -1.33204 -3.38617 -1.713
C 3.07154 0.13449 -3.44852 0.663
C 3.61585 0.94926 -4.43843 -0.577
N 3.35542 2.24529 -4.56463 -0.645
C 2.52986 2.79654 -3.67706 -0.875
C 1.94492 2.09451 -2.63331 0.923
C 1.09209 2.86815 -1.66552 0.175
O 1.03310 4.09009 -1.71856 -0.712
N 0.42010 2.14690 -0.74877 -0.045
C -0.31782 2.74723 0.35268 0.368
C -1.72897 3.12143 -0.08041 -1.628
C -0.32875 1.78210 1.53586 -1.170
C 1.04437 1.44069 2.10761 -0.554
N 1.89300 0.64076 1.20438 0.937
C 2.10121 -0.71054 1.45434 -0.529
O 1.29510 -1.56684 1.16263 -0.651
C 3.48033 -1.12425 1.95874 0.407
C 3.48121 -1.26867 3.50008 -0.892
C 4.49712 -0.22917 3.99494 -0.616
C 5.42709 -0.06816 2.80506 -0.826
N 4.50873 -0.13318 1.67843 0.227
C 5.11145 -0.18298 0.35972 -0.627
C 5.34535 1.18167 -0.20587 0.139
N 6.49473 1.57540 -0.77761 -0.431
N 6.31362 2.81748 -1.14922 -0.804
N 5.09405 3.13079 -0.80410 0.623
C 4.51629 4.43630 -1.06939 -0.713
N 4.43948 2.15069 -0.20387 -0.053
C 2.22264 0.73416 -2.53327 0.037
H 3.08734 -1.84089 -4.29843 0.450
H 4.47772 -1.48637 -3.28219 0.349
H 2.90151 -1.81273 -2.54548 0.337
H 4.29662 0.52983 -5.17430 0.406
H 2.32031 3.85326 -3.79413 0.556
H 0.63294 1.16845 -0.65278 0.190
H 0.20465 3.66510 0.64295 0.361
H -2.28240 3.56792 0.74812 0.409
H -1.69432 3.84138 -0.89709 0.405
H -2.27252 2.23631 -0.41644 0.332
H -0.92325 2.23273 2.33409 0.420
H -0.83986 0.85598 1.24945 0.281
H 1.58785 2.36333 2.32445 0.485
H 0.90819 0.92327 3.06116 0.359
H 2.79533 1.09987 1.11588 -0.287
H 3.69547 -2.08935 1.48616 0.414
H 2.49213 -1.13010 3.93587 0.316
H 3.80765 -2.27334 3.76606 0.386
H 4.01485 0.72476 4.21362 0.278
H 5.01775 -0.55361 4.89502 0.388
H 5.96531 0.88207 2.80169 0.347
H 6.17967 -0.87255 2.76514 0.377
H 6.07369 -0.71036 0.36402 0.313
H 4.45222 -0.73861 -0.31211 0.403
H 4.15775 4.48208 -2.09520 0.246
H 3.67828 4.58043 -0.39538 0.302
H 5.27993 5.19047 -0.90538 0.293
H 1.80358 0.12142 -1.74265 0.447



Bottom line: b), by a margin of 18.5 kJ/mol.



a) 10
Properties=species:S:1:pos:R:3:mulliken_charge:R:1 method="wB97M-V/def2-TZVPD" gap_ev=7.443 e_homo_ev=-8.4
C -1.06233 1.47382 -0.03737 -0.985
C 1.15767 -0.46678 0.54260 -0.095
P 0.56818 -1.82035 -0.23308 -0.024
Br 2.59656 0.41574 -0.10354 -0.025
H -0.94574 0.47726 0.27503 0.207
H -2.04498 1.73405 0.13712 0.343
H -0.31954 2.23479 0.13417 0.216
H -1.12157 1.22700 -1.23103 0.239
H -0.15460 -2.37648 0.83927 0.075
H 1.32636 -2.89905 -0.32318 0.048



b) 10
Properties=species:S:1:pos:R:3:mulliken_charge:R:1 method="wB97M-V/def2-TZVPD" gap_ev=10.652 e_homo_ev=-9.8 smiles=PCCBr
C -0.00435 -0.45607 -0.26453 -0.676
C -1.00101 0.62972 0.07528 -0.641
P 1.73149 0.25017 -0.25486 -0.063
Br -2.83542 -0.05487 0.01861 -0.180
H -0.07948 -1.28666 0.44154 0.367
H -0.19732 -0.84140 -1.27020 0.376
H -0.85343 1.01354 1.08468 0.373
H -0.95902 1.45262 -0.63773 0.382
H 2.34999 -0.99498 -0.32667 0.038
H 1.84854 0.28792 1.13387 0.024



c) 10
Properties=species:S:1:pos:R:3:mulliken_charge:R:1 method="wB97M-V/def2-TZVPD" gap_ev=7.348 e_homo_ev=-8.7 smiles="CC=[PH2]Br"
C -0.28138 -0.55470 0.88944 -0.893
C -0.02956 0.56357 0.03934 -0.091
P -0.10576 0.33961 -1.62358 0.102
Br -1.53677 -0.43008 -3.86205 -0.481
H 0.46541 -0.74465 1.76174 0.269
H -0.38303 -1.49001 0.39910 0.339
H -1.18029 -0.31422 1.37479 0.291
H -0.62036 1.48704 0.29210 0.231
H 0.54288 1.40332 -2.17477 0.132
H 0.69724 -0.70450 -1.81200 0.101



Bottom line: b), by a margin of 195.5 kJ/mol.



a) 13
Properties=species:S:1:pos:R:3:mulliken_charge:R:1 method="wB97M-V/def2-TZVPD" gap_ev=9.939 e_homo_ev=-14.1 charge=+1
C -1.79199 0.14948 0.44802 0.049
C 0.19644 -0.20231 -1.13330 -0.831
N 1.51144 0.24470 0.73585 -0.637
N -2.42873 -0.78682 0.55375 -0.070
N 0.31134 -0.39705 0.27714 -0.057
H -1.59923 1.16263 0.22554 0.436
H -0.84461 -0.40469 -1.40800 0.315
H 0.42026 0.88033 -1.33186 0.376
H 0.96536 -0.88106 -1.70836 0.329
H 2.30669 -0.28620 0.43657 0.233
H -2.89524 -1.67887 0.68616 0.363
H 1.72353 0.43889 1.69735 0.260
H 0.20408 -1.32202 0.53562 0.235



b) 13
Properties=species:S:1:pos:R:3:mulliken_charge:R:1 method="wB97M-V/def2-TZVPD" gap_ev=8.409 e_homo_ev=-12.9 charge=+1
C -1.57514 -0.36351 0.41593 -0.361
C 0.77659 -0.84033 -0.49781 -0.422
N 1.81861 0.95345 0.35537 -0.479
N 1.86347 -0.31706 -0.07653 0.114
N -2.33452 0.44991 -0.26334 -0.243
H -1.45400 -1.41215 0.55317 0.362
H -0.86723 0.03210 1.12408 0.409
H 0.60740 -1.88230 -0.73242 0.267
H 0.96117 1.41736 0.06531 0.252
H 2.59291 1.53419 0.20187 0.256
H 2.66445 -0.98503 0.15780 0.332
H -2.36965 1.43306 -0.27986 0.267
H -2.68408 -0.01969 -1.02357 0.245



c) 13
Properties=species:S:1:pos:R:3:mulliken_charge:R:1 method="wB97M-V/def2-TZVPD" gap_ev=9.979 e_homo_ev=-14.7 charge=+1
C -1.44681 0.06120 -0.12015 0.292
C 1.56444 -0.11664 -0.80994 -0.836
N -0.42652 -0.42879 0.20009 0.123
N -2.65020 0.02981 -0.44330 -0.328
N 0.83091 -0.27132 0.48020 -0.159
H 1.35501 0.93426 2.72230 0.260
H 1.16532 0.73648 -1.37687 0.315
H 2.56267 0.12841 -0.72369 0.330
H 1.34914 -1.06125 -1.38452 0.330
H -3.40508 0.68722 -0.11509 0.320
H -3.02592 -0.44086 -1.32623 0.322
H 1.08663 -1.08060 0.89217 0.250
H 1.04040 0.82208 2.00504 -0.220



d) 13
Properties=species:S:1:pos:R:3:mulliken_charge:R:1 method="wB97M-V/def2-TZVPD" gap_ev=11.741 e_homo_ev=-15.2 smiles="CNC(N)=[NH2+]" charge=+1
C -1.55662 1.27456 -0.09204 -0.908
N -0.28582 0.68042 -0.49362 -0.192
C 0.37213 -0.38284 -0.07068 0.721
N 1.62282 -0.60457 -0.51192 -0.378
N -0.06069 -1.02884 1.04203 -0.396
H -2.37015 0.55194 -0.13953 0.343
H -1.50077 1.73115 0.89458 0.342
H -1.77614 2.07900 -0.79024 0.331
H 0.14662 1.13734 -1.28026 0.230
H 2.10391 0.00685 -1.13458 0.231
H 2.15223 -1.18722 0.10605 0.210
H 0.29777 -1.92639 1.26914 0.238
H -0.41842 -0.41092 1.75308 0.228



Bottom line: d), by a margin of 445.5 kJ/mol.



a) 20
Properties=species:S:1:pos:R:3:mulliken_charge:R:1 method="wB97M-V/def2-TZVPD" gap_ev=11.295 e_homo_ev=-14.1 charge=+1
C -1.72147 -2.43948 0.30877 -1.177
C -0.88912 -1.20026 -0.00309 -0.707
C 0.53146 1.49945 0.37075 0.243
N -0.54562 -1.01364 -1.49901 -0.583
N 0.91218 0.93262 -0.72860 -0.360
N 1.22816 2.52105 0.87777 0.054
N 2.36007 3.00817 0.30059 -0.712
H -1.41936 -3.41799 -0.21732 0.330
H -1.70245 -2.30724 1.42896 0.314
H -2.72034 -2.29328 0.15921 0.402
H 0.05704 -1.34324 0.50195 0.481
H -1.26190 -0.32097 0.42849 0.354
H -0.27535 -1.91959 -1.94670 0.284
H -1.43655 -0.79648 -1.86462 0.249
H 1.48125 1.31049 -1.42980 0.238
H -0.28440 1.29113 1.04537 0.265
H 0.92326 3.01392 1.70868 0.238
H 2.21602 4.06619 0.12688 0.283
H 3.27982 2.85323 0.85560 0.279
H 0.20443 0.05546 -0.99979 0.526



b) 20
Properties=species:S:1:pos:R:3:mulliken_charge:R:1 method="wB97M-V/def2-TZVPD" gap_ev=11.582 e_homo_ev=-14.4 charge=+1
C 2.55535 0.83808 0.04962 -1.223
C 1.40228 -0.11465 -0.13998 -0.757
C 0.04029 0.38172 0.26848 0.740
N -0.30617 0.31537 1.51607 -0.299
N -2.13606 1.44689 -0.27540 -0.706
N -0.80983 1.01205 -0.56878 0.063
N -1.55500 -2.16764 -0.12806 -0.820
H 2.36688 1.86964 -0.18098 0.374
H 2.95264 0.77616 1.07422 0.325
H 3.29186 0.69971 -0.68546 0.402
H 1.65185 -1.09684 0.18966 0.440
H 1.35751 -0.17651 -1.21033 0.345
H -1.16464 0.68771 1.86178 0.268
H 0.47546 -0.07057 2.17562 0.305
H -2.88210 0.72409 -0.71593 0.275
H -2.38141 2.33984 -0.62077 0.273
H -0.45714 0.89340 -1.46118 0.180
H -2.58771 -2.41521 -0.08265 0.267
H -1.23264 -2.42925 -1.10195 0.264
H -1.06813 -3.07583 0.32422 0.285



Bottom line: b), by a margin of 81.8 kJ/mol.